[1]
Formula: H11O5S
Source: OMol25
Level of theory: ωB97M-V/def2-TZVPD

The energy relative to the best compared isomer or geometry (same formula, charge and spin) comes out at 103.8 kJ/mol. For the frontier orbital gap, the calculation gives 7.642 eV. Its total charge is -1. The energy comes out at -21253.397 eV. For the lowest unoccupied orbital energy, the calculation gives 0.1408 Ha.

Positions of all 17 atoms, in Å:
S 2.069 -0.099 -0.777
O -0.385 0.046 -2.766
O -1.986 0.656 -0.430
O 0.886 -0.401 2.428
O -0.638 -1.661 0.476
O -0.010 1.979 1.255
H -1.349 -0.045 -0.041
H -0.041 -1.293 1.210
H 0.331 0.451 -2.225
H 0.593 0.587 2.507
H 1.778 -0.420 1.989
H -0.902 1.713 0.900
H 0.619 1.676 0.657
H -1.755 0.734 -1.335
H -0.729 -0.726 -2.158
H 1.499 -0.932 -1.687
H 0.020 -2.265 -0.002

[2]
Formula: C5H5NO
Source: OMol25
Level of theory: ωB97M-V/def2-TZVPD

The energy relative to the best compared isomer or geometry (same formula, charge and spin) comes out at 633.5 kJ/mol. For the frontier orbital gap, the calculation gives 9.219 eV. Its total charge is 0. The energy comes out at -8796.853 eV. For the lowest unoccupied orbital energy, the calculation gives 0.0011 Ha.

Positions of all 12 atoms, in Å:
O 0.814 0.493 0.661
N -1.871 0.725 0.461
C 0.482 0.855 -0.612
C -1.585 -0.476 -0.277
C -0.968 0.847 -0.691
C 2.013 -0.089 0.680
C 3.025 -0.724 0.550
H -1.301 0.738 1.308
H -2.387 -0.843 -0.915
H 3.948 -1.254 0.445
H -0.955 -1.244 0.179
H -1.346 1.317 -1.593

[3]
Formula: C48H72N6O10
Source: OMol25
Level of theory: ωB97M-V/def2-TZVPD

For the frontier orbital gap, the calculation gives 8.236 eV. Its total charge is 0. The energy comes out at -80355.665 eV. For the lowest unoccupied orbital energy, the calculation gives 0.0133 Ha.

Positions of all 136 atoms, in Å:
O 4.702 -6.000 17.066
O 2.166 -0.365 16.084
O -0.821 -6.644 23.340
O 1.851 -7.294 15.118
O 4.342 0.445 22.006
O 0.909 -6.049 16.682
O -1.589 -4.535 23.761
O 7.313 -3.608 20.950
O 4.912 -6.838 19.151
O -2.171 -0.226 24.358
N -2.148 -6.393 20.723
N -3.259 -1.042 16.836
N 2.436 -4.263 25.115
N 1.302 -9.965 21.191
N 1.461 -3.018 22.103
N 0.753 1.422 20.516
C -3.972 -6.149 19.449
C 1.312 -7.767 20.560
C 2.102 -9.816 20.046
C -1.213 -5.866 15.841
C -0.722 2.722 19.540
C -0.048 1.483 19.487
C 0.370 -1.991 16.134
C -2.869 -3.115 17.654
C 4.353 -5.999 18.385
C 1.944 -1.895 21.405
C -2.501 -2.147 18.653
C 5.252 -3.461 22.203
C 5.640 -2.142 20.008
C 4.134 -4.873 16.354
C -2.761 -0.906 18.128
C -2.136 -7.291 19.690
C 0.001 0.349 23.520
C 4.724 1.265 24.220
C 0.680 -3.726 21.284
C 0.800 2.581 21.217
C -2.564 -3.851 24.581
C 1.428 -1.926 20.122
C 1.731 -2.155 25.319
C 0.796 -3.184 20.033
C 1.596 -1.337 15.549
C -1.363 -0.302 23.447
C 2.014 -1.826 14.148
C 0.854 -8.688 21.499
C -1.631 -5.898 23.805
C -1.737 -1.114 22.171
C 3.083 -2.137 25.249
C 5.178 0.702 22.890
C 3.428 -4.895 18.656
C -0.326 -5.552 17.074
C 3.503 -3.408 25.101
C 0.877 -6.744 15.600
C -2.834 -6.293 24.610
C 6.203 -3.160 21.006
C 3.444 -4.070 17.406
C -3.290 -2.407 16.574
C 2.156 -8.485 19.660
C -0.085 3.454 20.573
C 1.312 -3.478 25.177
C 6.610 0.273 22.710
C -3.279 -7.135 18.920
C -0.470 -6.918 15.076
C -3.280 -5.628 20.524
C -3.589 -4.904 24.624
H 0.072 -8.618 22.241
H -1.392 3.215 18.852
H 2.419 -5.252 18.861
H 4.954 -4.341 15.872
H 5.920 -3.757 23.012
H -3.281 -7.187 24.176
H -2.085 -2.381 19.622
H 0.198 -4.583 21.730
H -0.296 4.491 20.789
H 2.389 -5.272 25.139
H 6.363 -1.347 19.821
H 0.321 -3.524 19.125
H 2.424 -3.810 17.121
H 1.311 0.594 20.668
H 0.050 -1.314 16.926
H 6.758 -0.807 22.702
H -1.417 -4.956 15.277
H -0.082 0.693 18.751
H 2.767 -2.551 14.459
H -2.195 -6.198 16.176
H 4.558 -4.261 21.943
H 1.195 -2.302 13.609
H 0.327 -3.916 25.236
H 2.736 -8.169 18.806
H -4.895 -5.738 19.065
H 1.397 2.726 22.106
H -4.083 -4.695 25.573
H 7.192 0.577 23.580
H 2.400 -1.015 13.530
H 5.544 1.480 24.905
H -2.114 -3.586 25.538
H -2.818 -4.182 17.808
H -3.636 -2.675 15.586
H 5.433 -2.579 19.031
H 1.028 -10.839 21.618
H 2.424 -10.742 19.594
H 4.512 -3.789 25.049
H 3.404 -5.193 15.611
H 0.226 0.537 24.570
H 0.098 1.358 23.119
H -0.646 -6.045 17.992
H -0.458 -4.491 17.285
H -2.510 -6.539 25.621
H -0.377 -7.008 13.993
H 1.681 -1.175 19.389
H -2.826 -1.158 22.139
H 1.606 -3.195 23.086
H 7.109 0.739 21.860
H -1.220 -0.737 21.289
H -4.272 -4.692 23.802
H -1.481 -6.233 21.464
H -0.895 -7.851 15.444
H 0.672 -0.364 23.040
H -0.346 -2.072 15.315
H -2.980 -2.939 24.154
H 3.975 -3.120 17.468
H -3.524 -7.563 17.959
H 2.568 -1.183 21.925
H -3.447 -0.311 16.164
H 4.254 2.248 24.198
H 0.627 -2.924 16.634
H 3.731 -4.231 19.466
H 4.720 -1.651 20.327
H -1.387 -8.063 19.588
H -3.484 -4.745 21.112
H 3.685 -1.251 25.383
H 4.672 -2.586 22.495
H -2.734 0.061 18.608
H 1.152 -6.700 20.507
H -1.414 -2.145 22.311
H 1.124 -1.267 25.411
H 4.031 0.588 24.719

Question: Which of these has the lowest total charge?
Answer: H11O5S

Question: Which of these has the lowest lowest unoccupied orbital energy?
Answer: C5H5NO

Question: Among the records above, which one has the highest lowest unoccupied orbital energy?
Answer: H11O5S

Question: Which of these has the lowest energy?
Answer: C48H72N6O10